Density functional theory data (ωB97M-V with the def2-TZVPD basis set) for C54H60ClN6O3S3Tl as an isolated structure in a non-equilibrium geometry.

Values from the calculation:
charge	+2
HOMO energy	-13.22	eV

Last column: Mulliken charge in e.
Positions of all 128 atoms, in Å:
Tl  0.42893  1.03696  0.71234  1.355
C  5.89273  -3.74554  1.19894  -1.976
C  5.48833  -2.82474  2.35364  1.933
C  5.02703  -3.68864  3.53344  -1.770
C  6.71493  -1.99854  2.77404  -1.594
C  4.41353  -1.84254  1.94464  1.000
C  4.13133  -1.54834  0.61134  -1.123
C  3.15163  -0.62274  0.31074  -1.059
N  2.47613  0.03086  1.24214  -0.074
C  2.74923  -0.18874  2.52974  -0.768
C  3.69263  -1.13594  2.90634  -0.265
C  2.03003  0.66306  3.49144  0.081
C  2.42613  0.77396  4.81594  -0.353
C  1.78263  1.65156  5.68814  0.295
C  0.72393  2.38436  5.15694  -0.960
C  0.37473  2.21076  3.82864  -0.695
N  1.00563  1.38046  3.01444  -0.145
C  2.26853  1.78476  7.11384  1.886
C  1.43823  2.77676  7.92684  -2.210
C  2.19303  0.41236  7.79684  -1.544
C  3.72353  2.27636  7.08194  -1.564
H  6.60203  -4.48574  1.55874  0.482
H  6.37973  -3.18874  0.40284  0.352
H  5.03433  -4.27714  0.79434  0.397
H  5.77143  -4.45564  3.72634  0.504
H  4.08173  -4.17824  3.31154  0.386
H  4.91933  -3.10794  4.44464  0.372
H  7.52683  -2.66554  3.05094  0.434
H  6.48663  -1.36584  3.62754  0.370
H  7.04933  -1.36764  1.95344  0.382
H  4.65163  -2.02964  -0.20006  0.393
H  2.88553  -0.39154  -0.70986  0.912
H  3.86713  -1.33234  3.94904  0.537
H  3.26673  0.20226  5.16954  0.446
H  0.17783  3.08986  5.76054  0.562
H  -0.43417  2.78356  3.39864  0.675
H  0.40143  2.45786  7.99624  0.436
H  1.48183  3.77486  7.49854  0.425
H  1.84193  2.82626  8.93424  0.454
H  1.16783  0.04986  7.80624  0.393
H  2.53493  0.50556  8.82364  0.453
H  2.81313  -0.32554  7.29554  0.317
H  3.79403  3.21776  6.54274  0.365
H  4.37883  1.55486  6.60344  0.342
H  4.08223  2.43796  8.09444  0.458
N  -1.70987  1.06266  0.21944  0.339
S  -2.43557  1.67096  -0.91756  0.854
N  -3.12127  0.55266  -1.94116  -0.101
S  -2.37987  -0.04144  -3.17216  1.104
N  -0.86397  -0.38014  -3.08336  0.089
S  -0.13817  -1.17544  -1.84186  1.198
N  0.55133  -0.34614  -0.84666  0.494
C  1.13603  -2.14384  -2.65926  -0.208
C  1.75863  -3.11904  -1.89456  -0.001
C  2.80853  -3.83824  -2.43496  -0.867
C  3.24983  -3.55664  -3.71926  -0.679
C  2.64283  -2.55814  -4.46536  -0.915
C  1.57563  -1.84864  -3.93426  -0.306
C  -1.38027  -2.40774  -1.34666  0.613
C  -2.30607  -2.13374  -0.35546  0.089
C  -3.23797  -3.10594  -0.01966  -1.192
C  -3.23847  -4.32904  -0.67246  -0.934
C  -2.32497  -4.57814  -1.68466  -0.943
C  -1.39827  -3.60974  -2.03246  -0.493
C  -2.48837  1.01826  -4.61736  0.587
C  -3.74847  1.43516  -5.01406  -0.896
C  -3.86547  2.22336  -6.14596  -0.859
C  -2.73097  2.58246  -6.85906  -0.635
C  -1.47667  2.15876  -6.44896  -0.862
C  -1.34977  1.36606  -5.32076  -0.104
C  -3.29947  -1.51254  -3.62066  0.770
C  -2.80517  -2.25904  -4.67806  -1.126
C  -3.45747  -3.42484  -5.03786  -0.780
C  -4.58557  -3.82824  -4.33796  -0.702
C  -5.07017  -3.06754  -3.28566  -0.699
C  -4.42657  -1.89674  -2.92056  -0.259
C  -3.85207  2.59396  -0.29676  -0.559
C  -3.51957  3.63566  0.55854  -0.281
C  -4.52637  4.41836  1.09494  -0.832
C  -5.85087  4.14746  0.78464  -0.603
C  -6.17177  3.09966  -0.06546  -0.911
C  -5.16827  2.31486  -0.61606  -0.021
C  -1.65077  2.79156  -2.09666  0.355
C  -0.32077  2.65336  -2.43836  0.442
C  0.21283  3.50636  -3.39146  -0.793
C  -0.58447  4.46586  -3.99416  -0.912
C  -1.92437  4.57526  -3.65656  -0.870
C  -2.46507  3.73106  -2.70226  -0.913
H  1.40633  -3.31434  -0.89406  0.646
H  3.28913  -4.61224  -1.85686  0.499
H  4.06493  -4.12874  -4.13306  0.452
H  2.99893  -2.32764  -5.45836  0.492
H  1.08573  -1.05854  -4.47896  0.342
H  -2.31067  -1.16484  0.12444  0.502
H  -3.95747  -2.90884  0.75944  0.576
H  -3.95107  -5.09094  -0.39816  0.474
H  -2.32207  -5.52654  -2.19826  0.505
H  -0.68707  -3.79134  -2.82376  0.660
H  -4.61397  1.13656  -4.44166  0.441
H  -4.83917  2.55106  -6.47326  0.486
H  -2.82617  3.19286  -7.74246  0.455
H  -0.59627  2.43856  -7.00566  0.522
H  -0.39237  1.01616  -4.97016  0.474
H  -1.92247  -1.92154  -5.19916  0.401
H  -3.08637  -4.01644  -5.85946  0.481
H  -5.08987  -4.74074  -4.61476  0.448
H  -5.94837  -3.38314  -2.74586  0.531
H  -4.77067  -1.28344  -2.10416  0.424
H  -2.48157  3.83126  0.78344  0.400
H  -4.27457  5.23806  1.74944  0.498
H  -6.63367  4.75626  1.20984  0.416
H  -7.20507  2.89326  -0.30066  0.494
H  -5.39127  1.49746  -1.28416  0.394
H  0.29123  1.89886  -1.96886  0.284
H  1.25543  3.42046  -3.65246  0.565
H  -0.16047  5.13716  -4.72356  0.454
H  -2.54857  5.32186  -4.12156  0.548
H  -3.50347  3.81016  -2.41876  0.584
O  2.29263  2.22286  -0.79156  -0.374
H  3.20663  2.12976  -0.50836  0.263
H  2.02943  3.13576  -0.59796  0.268
O  -2.43317  0.57976  2.82184  -0.743
H  -2.33827  0.83226  1.88374  0.294
H  -2.54067  1.38826  3.32424  0.301
O  -0.34337  -0.94464  2.15984  -0.505
H  -1.07147  -0.50754  2.65294  0.360
H  -0.77187  -1.61494  1.61924  0.176
Cl  0.13313  3.54886  0.72024  -0.462

***

Density functional theory data (ωB97M-V with the def2-TZVPD basis set) for C19H24BrNO5S in the gas phase.

Values from the calculation:
charge	0
HOMO energy	-9.36	eV
structure (SMILES)	CC1(C)[C@H]2CC[C@]1(CS(=O)(=O)N[C@H](CC(=O)O)c1cccc(Br)c1)C(=O)C2

Last column: Mulliken charge in e.
Positions of all 51 atoms, in Å:
C  3.02016  -0.77633  2.08904  -1.938
C  3.28793  -0.31810  0.65824  1.261
C  3.47626  1.19966  0.68027  -1.974
C  4.44528  -1.09770  -0.00999  0.167
C  3.88966  -2.52690  -0.08021  -1.095
C  2.40050  -2.30555  -0.40818  -0.904
C  2.25410  -0.76492  -0.40041  1.586
C  0.84130  -0.23438  -0.36653  -2.333
S  -0.10229  -0.59585  1.15053  1.358
O  0.11177  -1.94175  1.58829  -0.743
O  0.10696  0.47216  2.08585  -0.786
N  -1.70041  -0.54666  0.68065  -0.491
C  -2.25625  0.66723  0.10523  0.215
C  -2.41873  1.72138  1.21149  -0.548
C  -2.51785  3.10814  0.64066  0.557
O  -2.12549  3.44949  -0.44394  -0.564
O  -3.09168  3.95668  1.49720  -0.459
C  -3.59458  0.39260  -0.53494  -0.004
C  -3.93981  0.99709  -1.73657  -0.223
C  -5.18590  0.77349  -2.29797  -0.874
C  -6.09877  -0.05837  -1.67389  -0.308
C  -5.74476  -0.65561  -0.47592  -0.425
Br  -6.98903  -1.80155  0.40046  -0.201
C  -4.50812  -0.43744  0.10265  -0.149
C  2.96195  -0.37634  -1.70101  0.202
O  2.43343  -0.03378  -2.72401  -0.610
C  4.43901  -0.56505  -1.44206  -0.978
H  2.71542  -1.81385  2.15146  0.451
H  2.22973  -0.18050  2.53455  0.456
H  3.92496  -0.64253  2.67971  0.389
H  2.65124  1.65693  1.22234  0.382
H  4.40031  1.45330  1.19560  0.361
H  3.50459  1.63159  -0.31697  0.480
H  5.40946  -1.02042  0.48904  0.519
H  4.01895  -3.04663  0.86689  0.341
H  4.39598  -3.11065  -0.84889  0.424
H  1.74074  -2.73988  0.33998  0.314
H  2.12750  -2.71605  -1.38183  0.525
H  0.83904  0.85032  -0.44300  0.644
H  0.27389  -0.66167  -1.19163  0.702
H  -1.94258  -1.38935  0.18375  0.419
H  -1.58373  1.08702  -0.65762  0.300
H  -3.28867  1.51786  1.83484  0.331
H  -1.53235  1.68126  1.85258  0.287
H  -3.11385  4.85453  1.12886  0.367
H  -3.23537  1.65385  -2.22301  0.460
H  -5.44982  1.24794  -3.23053  0.391
H  -7.07005  -0.24013  -2.10691  0.424
H  -4.24694  -0.90477  1.03979  0.587
H  4.96349  0.38469  -1.54692  0.281
H  4.87344  -1.25452  -2.16700  0.425

***

| no. | energy (eV) | frontier orbital gap (eV) |
| --- | --- | --- |
| 1 | -121759.85541 | 8.89 |
| 2 | -112698.75960 | 9.90 |